No. 1
C3H15NO4 | the ωB97M-V functional and the def2-TZVPD basis

Results
Electronic energy (a.u.): -478.93249
ΔE to the lowest compared entry with this formula, charge and spin (kcal per mole): 60.44
Frontier orbital gap (eV): 10.8
LUMO (eV): 0.69

CARTESIAN COORDINATES (ANGSTROEM)
C: 2.27622 -0.16494 -0.37285
N: 0.64478 -0.33434 0.21401
C: -0.11660 -0.10178 -0.99381
O: 0.12848 1.05376 -1.77930
C: 3.13099 0.16374 0.81605
H: 1.97565 0.69138 -0.96259
H: 2.19410 -1.03650 -1.01078
H: 0.90734 0.42681 0.83187
H: -1.18146 -0.11799 -0.81494
H: -0.00857 -0.95875 -1.66718
H: -0.52157 1.65387 -1.40535
H: 4.06761 -0.39676 0.72623
H: 2.69923 -0.19471 1.74656
H: 3.43409 1.20308 0.83656
H: -3.82150 -1.42578 -0.26644
H: -2.54494 -0.82314 0.34971
O: -3.27711 -0.63693 -0.31391
H: -2.79295 1.19867 -0.32121
H: -1.98555 2.10207 0.57348
O: -2.16752 1.95178 -0.36129
H: -0.25590 -0.98937 0.95384
H: -1.47294 -1.96719 1.94228
O: -1.31191 -1.29699 1.27908

---

No. 2
C3H16N2O3 | the ωB97M-V functional and the def2-TZVPD basis

Results
Electronic energy (a.u.): -458.83308
ΔE to the lowest compared entry with this formula, charge and spin (kcal per mole): 190.11
Frontier orbital gap (eV): 3.2
LUMO (eV): -5.05

CARTESIAN COORDINATES (ANGSTROEM)
N: -1.97031 -0.05883 2.79380
C: -0.56896 1.64129 0.35200
C: -0.46620 0.54036 -0.70394
C: -0.69141 -0.79899 -0.07603
N: -2.08035 -0.94208 0.43632
H: -1.60133 -0.75990 3.38064
H: -1.58285 1.69000 0.71017
H: -0.23057 2.61147 -0.05110
H: 0.04714 1.36389 1.21094
H: 0.49845 0.53800 -1.14792
H: -1.19892 0.70814 -1.52136
H: -0.43218 -1.63235 -0.81210
H: 0.01010 -0.85327 0.78888
H: -2.11729 -0.52009 1.48995
H: -2.27191 -1.90639 0.44110
H: 2.79993 -0.13242 1.24904
H: 2.41670 0.22345 -0.26410
O: 2.09706 -0.02313 0.67868
H: 1.68835 -0.60283 -2.29976
H: 1.34214 -1.66145 -3.39793
O: 1.04621 -1.28014 -2.56623
H: -2.66907 0.52985 3.11980
H: 3.38410 0.78284 -2.09981
O: 2.55117 0.54255 -1.71101

---

No. 3
C3H16NO4 | the ωB97M-V functional and the def2-TZVPD basis

Results
Electronic energy (a.u.): -479.36123
ΔE to the lowest compared entry with this formula, charge and spin (kcal per mole): 24.29
Frontier orbital gap (eV): 11.3
Charge: +1
LUMO (eV): -3.00

CARTESIAN COORDINATES (ANGSTROEM)
C: 1.57758 1.59646 0.27575
C: 1.34672 0.05948 0.49163
C: 0.11500 -0.17413 1.36103
O: 1.10080 -0.33821 -0.84239
N: 0.27744 2.28566 -0.01278
H: 1.95567 2.13359 1.15898
H: 2.10121 1.71612 -0.67581
H: 2.16583 -0.54159 0.93346
H: 0.28797 -0.09941 2.42211
H: -0.18909 -1.21540 1.28572
H: -0.72417 0.45295 1.07108
H: 1.52504 -1.21729 -0.97959
H: 0.42257 3.22483 -0.38041
H: -0.32636 2.42269 0.80894
H: -0.35783 1.67498 -0.57875
H: -2.56441 0.99921 -1.40267
H: -2.34377 0.19030 -0.11328
O: -2.30075 1.07615 -0.48120
H: -1.62182 -1.29190 -1.70497
H: -2.64624 -2.07408 -0.83502
O: -2.55610 -1.36572 -1.48175
H: 1.20435 -3.44912 -0.83857
H: 0.85634 -3.13837 0.71997
O: 0.69402 -2.92719 -0.20148

---

No. 4
C3H17N2O3 | the ωB97M-V functional and the def2-TZVPD basis

Results
Electronic energy (a.u.): -459.50965
ΔE to the lowest compared entry with this formula, charge and spin (kcal per mole): 22.29
Frontier orbital gap (eV): 10.9
Charge: +1
LUMO (eV): -2.72

CARTESIAN COORDINATES (ANGSTROEM)
N: -0.14910 0.54100 -0.53304
C: -1.09167 -0.51178 -1.01362
C: -2.46969 0.08430 -1.19341
C: -1.11234 -1.65211 0.00965
N: -1.40929 -1.16894 1.35629
H: 0.85331 0.30457 -0.55470
H: -0.30905 0.72647 0.46348
H: -0.34408 1.40638 -1.01971
H: -0.70959 -0.97931 -1.91652
H: -2.73687 0.72445 -0.35211
H: -3.20283 -0.70081 -1.31309
H: -2.61888 0.67474 -2.09977
H: -1.82392 -2.42060 -0.25640
H: -0.10911 -2.07759 0.04096
H: -2.39094 -1.13231 1.55792
H: -0.94871 -1.70628 2.07405
H: 3.35886 -0.32205 0.34939
H: 4.04226 0.40516 -0.87947
O: 3.26755 0.34955 -0.31639
H: 1.96601 -1.73146 1.92025
H: 1.14578 -0.66473 2.28110
O: 1.67542 -0.91857 1.53262
H: 1.93907 3.99872 -0.68718
H: 1.55444 3.52371 0.73217
O: 1.62337 3.24749 -0.18244

---

No. 5
C3H17N2O3 | the ωB97M-V functional and the def2-TZVPD basis

Results
Electronic energy (a.u.): -459.46409
ΔE to the lowest compared entry with this formula, charge and spin (kcal per mole): 50.87
Frontier orbital gap (eV): 9.1
Charge: +1
LUMO (eV): -3.12

CARTESIAN COORDINATES (ANGSTROEM)
C: 0.59857 0.30605 -0.77727
C: 0.12684 1.66242 -1.27891
C: 1.33637 2.45137 -1.87803
N: 1.00309 3.86091 -2.01452
N: 0.24415 0.21381 0.70444
H: 1.72308 0.18312 -0.81823
H: 0.08176 -0.58292 -1.13591
H: -0.20490 2.29872 -0.46760
H: -0.70066 1.64556 -2.00146
H: 2.24729 2.25600 -1.33730
H: 1.52259 2.00767 -2.88125
H: 0.92482 4.16221 -2.96232
H: 1.30258 4.57101 -1.34673
H: 1.02446 0.40375 1.34556
H: -0.53543 0.77976 1.02999
H: -0.01838 -0.79368 0.90127
H: -2.84448 -0.61753 2.24201
H: -2.89883 -1.39241 3.45156
O: -2.22259 -1.07004 2.83503
H: -4.55352 -5.50341 1.14070
H: -3.26093 -6.07656 1.58437
O: -3.68029 -5.21883 1.43693
H: 3.41070 -1.21766 0.92941
H: 2.71866 -2.52248 0.32999
O: 2.65505 -1.80685 0.96825

---

No. 6
C3H17N2O3 | the ωB97M-V functional and the def2-TZVPD basis

Results
Electronic energy (a.u.): -459.45788
ΔE to the lowest compared entry with this formula, charge and spin (kcal per mole): 54.77
Frontier orbital gap (eV): 10.5
Charge: +1
LUMO (eV): -2.85

CARTESIAN COORDINATES (ANGSTROEM)
C: -1.50330 1.59702 -2.01382
N: -2.16087 1.82152 -0.71083
C: -0.26337 0.78683 -1.63945
N: -0.51656 -0.32450 -0.60903
C: 0.15290 -0.06435 0.68150
H: -2.10742 1.01984 -2.69405
H: -1.12990 2.41924 -2.65405
H: -3.14405 1.60457 -0.76554
H: -1.97890 2.68609 -0.22688
H: 0.41029 0.22760 -2.34591
H: 0.52558 1.45655 -1.22530
H: -0.10099 -1.24402 -0.96390
H: -1.54707 -0.35034 -0.57308
H: 0.22179 -0.92845 1.37167
H: 1.11242 0.41298 0.61310
H: -0.47722 0.64593 1.21097
H: 3.32073 -3.17956 -0.93474
H: 3.96649 -3.87806 0.05100
O: 3.14281 -3.35459 0.00478
H: -0.16354 -3.21281 -2.45646
H: 1.33561 -2.88003 -2.07918
O: 0.41459 -2.67972 -1.90293
H: -0.58071 2.40088 6.78394
H: 0.80628 2.15070 6.34748
O: 0.26443 2.86671 6.73072

---

No. 7
C3H17NO4 | the ωB97M-V functional and the def2-TZVPD basis

Results
SMILES: CN(C)C.O.O.O.O
Electronic energy (a.u.): -480.12717
ΔE to the lowest compared entry with this formula, charge and spin (kcal per mole): 50.14
Frontier orbital gap (eV): 8.3
LUMO (eV): 0.35

CARTESIAN COORDINATES (ANGSTROEM)
C: -0.59847 0.82325 0.65706
N: -1.66484 -0.16164 0.51543
C: -2.06136 -0.40908 -0.93023
C: -1.51793 -1.43549 1.28608
H: -0.29083 1.12552 -0.36617
H: 0.13281 0.48239 1.39644
H: -1.18535 1.59191 1.24021
H: -2.84801 -1.14782 -0.99256
H: -2.35961 0.59314 -1.28495
H: -1.18502 -0.75236 -1.46581
H: -1.76395 -2.32879 0.74747
H: -2.40999 -1.33339 1.93352
H: -0.68601 -1.43263 1.95670
H: 3.76377 -0.53134 -0.59210
H: 2.60218 -0.91176 0.23572
O: 3.49739 -1.20967 0.03882
H: 0.69613 -1.52142 -3.66389
H: 0.47582 -2.09836 -2.26714
O: 1.07655 -2.13427 -3.01911
H: 0.88106 3.35656 3.28020
H: 0.16614 4.49764 4.06304
O: -0.00522 3.72401 3.49773
H: 1.64290 -0.37597 -2.39045
H: 1.99857 1.00175 -1.54615
O: 1.64326 0.58780 -2.32985

---

No. 8
C3H17NO5S2 | the ωB97M-V functional and the def2-TZVPD basis

Results
SMILES: N[C@@H](CO)CSS.O.O.O.O
Electronic energy (a.u.): -1351.78241
ΔE to the lowest compared entry with this formula, charge and spin (kcal per mole): 9.02
Frontier orbital gap (eV): 8.6
LUMO (eV): 0.05

CARTESIAN COORDINATES (ANGSTROEM)
N: -0.02623 0.48669 0.88774
C: 0.02280 -0.79583 0.18359
C: 0.62101 -1.99950 0.93992
O: 1.26708 -2.91571 0.03054
C: -1.35813 -1.25503 -0.15486
S: -2.52034 -0.21601 -1.14169
S: -1.88145 -0.35952 -3.05865
H: 0.85076 0.77207 1.32675
H: -0.71047 0.60819 1.63594
H: 0.69255 -0.52855 -0.63494
H: 1.43331 -1.75935 1.62348
H: -0.13552 -2.62283 1.43855
H: 0.73825 -2.99433 -0.76458
H: -2.00235 -1.51409 0.70587
H: -1.44039 -2.28497 -0.53261
H: -0.54301 -0.30284 -3.22077
H: 1.09246 1.75737 -1.80780
H: 1.97926 1.49094 -2.97819
O: 1.77826 1.15403 -2.09291
H: -0.07791 1.29259 4.48196
H: 1.23604 1.12583 3.81266
O: 0.82272 0.96390 4.67636
H: 1.44741 3.65276 2.11766
H: 0.16179 2.95145 1.44256
O: 0.75371 2.96886 2.19930
H: 2.87758 1.31742 -0.01498
H: 3.56061 0.25845 0.66808
O: 3.39050 1.19766 0.80157

---

No. 9
C3H18NO4 | the ωB97M-V functional and the def2-TZVPD basis

Results
Electronic energy (a.u.): -480.50951
ΔE to the lowest compared entry with this formula, charge and spin (kcal per mole): 71.71
Frontier orbital gap (eV): 11.0
Charge: +1
LUMO (eV): -3.15

CARTESIAN COORDINATES (ANGSTROEM)
C: 0.25257 0.50787 -1.04734
C: 1.63813 0.58590 -1.87414
C: 1.75245 -0.55453 -2.72539
N: 0.05253 -0.24019 0.19764
H: -0.07079 1.57532 -0.77720
H: -0.36140 0.15649 -1.81431
H: 2.24338 0.35437 -0.99941
H: 1.78434 1.60141 -2.28067
H: 1.41135 -0.41566 -3.73618
H: 2.74476 -0.79093 -2.68230
H: 1.31907 -1.58534 -2.45663
H: 0.92422 -0.76206 0.44519
H: -0.04553 0.41660 1.06608
H: -0.83965 -0.94892 0.05778
H: -0.41041 1.40961 2.97394
H: -1.52443 2.34660 2.61814
O: -0.71426 1.87305 2.14142
H: 1.77290 -0.14031 3.23713
H: 1.65278 -1.39785 2.57849
O: 1.12270 -0.59274 2.73463
H: -1.49599 -4.45171 -3.63667
H: -1.63716 -3.96945 -2.26251
O: -1.51312 -3.58154 -3.20002
H: -4.02771 2.74030 3.43070
H: -2.94858 3.19422 4.41063
O: -3.08216 2.66950 3.60100

---

No. 10
C3H18NO4 | the ωB97M-V functional and the def2-TZVPD basis

Results
Electronic energy (a.u.): -480.59717
ΔE to the lowest compared entry with this formula, charge and spin (kcal per mole): 16.70
Frontier orbital gap (eV): 12.1
Charge: +1
LUMO (eV): -2.71

CARTESIAN COORDINATES (ANGSTROEM)
C: 0.51169 1.08655 -0.43723
C: 0.80391 0.25907 -1.68493
C: 1.11799 1.25538 -2.81524
N: 0.34251 0.27383 0.82771
H: 1.30287 1.78630 -0.21358
H: -0.38271 1.68361 -0.63402
H: -0.00796 -0.41432 -1.94242
H: 1.68096 -0.33203 -1.43469
H: 1.66325 2.18704 -2.61957
H: 1.80147 0.79062 -3.53935
H: 0.24989 1.41362 -3.45292
H: 1.26572 -0.07480 1.08934
H: -0.06290 0.81105 1.60290
H: -0.30170 -0.51440 0.66476
H: -1.74967 -2.51194 0.03004
H: -0.64616 -2.96962 1.05898
O: -0.87281 -2.31017 0.39947
H: -2.31727 1.65673 3.28410
H: -1.74810 0.11467 3.05555
O: -1.65318 1.06142 2.92968
H: 3.84623 1.07499 1.47902
H: 2.68673 1.35440 2.55591
O: 2.91232 1.00662 1.67880
H: -3.42669 -2.58519 -1.62946
H: -2.39612 -2.10245 -2.65529
O: -2.63209 -2.04732 -1.72642

---

No. 11
C3H18NO4 | the ωB97M-V functional and the def2-TZVPD basis

Results
Electronic energy (a.u.): -480.54505
ΔE to the lowest compared entry with this formula, charge and spin (kcal per mole): 49.40
Frontier orbital gap (eV): 10.8
Charge: +1
LUMO (eV): -2.75

CARTESIAN COORDINATES (ANGSTROEM)
C: -1.02678 -2.95610 1.13960
C: -2.37447 -2.59638 0.55548
N: -2.24907 -1.63658 -0.56416
C: -3.60023 -1.51342 -1.21673
H: -0.39919 -3.64659 0.54617
H: -0.39558 -2.10762 1.39616
H: -1.13539 -3.55505 2.07538
H: -2.99315 -3.49260 0.45899
H: -3.03787 -2.17127 1.32080
H: -1.51899 -1.87596 -1.23829
H: -1.88499 -0.74814 -0.20334
H: -3.77196 -1.97084 -2.20459
H: -3.91316 -0.47802 -1.12775
H: -4.29048 -1.99641 -0.53133
H: 0.71644 -0.62979 -1.02562
H: 0.37668 0.79579 -0.33325
O: 0.06194 0.04944 -0.85756
H: 4.14762 -0.34176 0.99299
H: 4.80150 0.68658 0.02286
O: 3.97522 0.41203 0.43364
H: -0.45277 3.54008 0.40414
H: 0.76380 3.10685 -0.56031
O: 0.08693 2.81671 0.07009
H: 4.39272 4.20981 1.02715
H: 3.40393 5.00814 0.48561
O: 3.71028 4.09966 0.35038

---

No. 12
C3H18NO4 | the ωB97M-V functional and the def2-TZVPD basis

Results
Electronic energy (a.u.): -480.46868
ΔE to the lowest compared entry with this formula, charge and spin (kcal per mole): 97.33
Frontier orbital gap (eV): 11.3
Charge: +1
LUMO (eV): -2.83

CARTESIAN COORDINATES (ANGSTROEM)
C: -2.27395 0.79639 1.58790
C: -1.34500 0.42265 0.39060
N: 0.18165 0.21358 0.71967
C: 0.22075 -1.13984 1.35294
H: -3.21016 0.17137 1.76031
H: -1.75999 0.68057 2.51984
H: -2.85709 1.75594 1.44714
H: -1.72443 -0.37578 -0.14268
H: -1.25511 1.30317 -0.25750
H: 0.57186 0.99065 1.38807
H: 0.57939 0.24809 -0.30801
H: -0.83257 -1.61700 1.44392
H: 0.66415 -1.15375 2.42933
H: 0.88595 -1.92609 0.77763
H: 3.25643 -1.64942 -3.07377
H: 2.29738 -2.74667 -2.66297
O: 2.31642 -1.67689 -2.91996
H: 1.46741 2.59854 -1.74107
H: 0.51838 2.09695 -2.89293
O: 1.08276 1.88399 -2.23352
H: -0.75664 -3.82586 0.55277
H: -0.84418 -3.14743 -0.77797
O: -0.91502 -2.98957 0.11871
H: -0.36875 3.20355 1.06445
H: 0.89132 3.03339 1.78698
O: 0.21513 2.58116 1.49229

---

What is the ΔE to the lowest compared entry with this formula, charge and spin in the tenth record?
16.70 kcal per mole

---

What is the LUMO in the sixth record?
-2.85 eV

---

Copy entry 4 word for word.
C3H17N2O3 | the ωB97M-V functional and the def2-TZVPD basis

Results
Electronic energy (a.u.): -459.50965
ΔE to the lowest compared entry with this formula, charge and spin (kcal per mole): 22.29
Frontier orbital gap (eV): 10.9
Charge: +1
LUMO (eV): -2.72

CARTESIAN COORDINATES (ANGSTROEM)
N: -0.14910 0.54100 -0.53304
C: -1.09167 -0.51178 -1.01362
C: -2.46969 0.08430 -1.19341
C: -1.11234 -1.65211 0.00965
N: -1.40929 -1.16894 1.35629
H: 0.85331 0.30457 -0.55470
H: -0.30905 0.72647 0.46348
H: -0.34408 1.40638 -1.01971
H: -0.70959 -0.97931 -1.91652
H: -2.73687 0.72445 -0.35211
H: -3.20283 -0.70081 -1.31309
H: -2.61888 0.67474 -2.09977
H: -1.82392 -2.42060 -0.25640
H: -0.10911 -2.07759 0.04096
H: -2.39094 -1.13231 1.55792
H: -0.94871 -1.70628 2.07405
H: 3.35886 -0.32205 0.34939
H: 4.04226 0.40516 -0.87947
O: 3.26755 0.34955 -0.31639
H: 1.96601 -1.73146 1.92025
H: 1.14578 -0.66473 2.28110
O: 1.67542 -0.91857 1.53262
H: 1.93907 3.99872 -0.68718
H: 1.55444 3.52371 0.73217
O: 1.62337 3.24749 -0.18244